Entry 1:
This record from the OMol25 dataset describes a molecular structure, C20H34ClO3PRe in a non-equilibrium geometry. The level of theory is ωB97M-V with the def2-TZVPD basis set.

Its multiplicity is 4. The frontier orbital gap (spin up / spin down) is 6.84 / 5.96 eV. As for the HOMO energy (spin up / spin down): -14.478 / -14.817 eV. The molar mass is 575.12 g/mol. Its net charge is +2. Its expectation value of S² is 3.799. The relative energy (zero: lowest compared OMol25 entry of this formula, charge and spin) comes out at 73.5 kcal per mole.

```
60
Properties=species:S:1:pos:R:3:mulliken_charge:R:1
H 3.4966 1.3386 -5.8830 0.362
H -4.3714 0.5650 2.7937 0.172
H -5.7497 -0.3893 2.4872 0.434
H -0.7228 -3.1354 0.1900 0.934
H -2.3204 1.2793 5.5870 0.412
C -0.0447 -2.4707 0.6465 -0.641
H 0.1545 2.5224 -1.6598 0.545
C 0.7462 2.3091 0.4911 -0.847
O -4.1379 -0.8032 1.1907 -0.415
C -2.3983 -2.5421 -1.3569 -0.969
C -4.6654 -0.4565 2.5910 -0.166
H 5.7209 2.7539 -3.2092 0.363
C 6.0754 1.7875 -3.6002 -1.377
C 1.2550 -2.1146 0.1645 -0.729
C 5.3943 -0.3247 -4.7835 -1.359
C -2.7405 -1.1483 -1.7723 -0.390
H 3.9795 2.8365 -5.0442 0.360
Cl 3.6202 0.7739 -3.0504 -0.182
C -2.5055 1.1558 4.5052 -1.246
H 6.4650 1.1978 -2.7560 0.366
O -2.7075 -0.0658 -0.7533 -0.499
H -0.5421 0.6756 3.7195 -0.158
H 6.1827 -0.2131 -5.5265 0.358
H -2.0602 -0.8272 -2.5248 0.411
H -4.6812 -1.5563 4.4659 0.374
C -0.0403 2.0224 1.6568 -0.655
H -2.2579 1.6810 1.8790 1.058
H -2.3334 1.9776 -0.7819 0.520
Re -0.0592 0.0010 0.4059 1.801
H 2.8723 -0.8563 1.0969 0.590
C -0.2263 -1.8557 1.9406 -0.477
H -3.7695 -1.0919 -2.0711 0.353
C -1.4547 2.0096 -0.2090 -0.539
H -3.4582 0.5920 4.5306 0.219
P -2.4843 -0.5264 0.9018 0.373
H -2.8794 -3.2549 -2.0509 0.487
C -0.1381 2.2978 -0.6628 -0.502
H 5.0975 2.0551 -6.1882 0.357
C -1.4210 1.8355 1.2339 -0.748
H -2.6109 2.1108 4.0144 0.314
H 1.7071 -2.4569 -0.7391 0.543
H 4.5527 -0.8690 -5.2394 0.361
H -4.7004 -2.5609 2.9258 0.361
H 0.2995 2.0131 2.6639 0.759
C 1.8792 -1.2471 1.1489 -0.671
H -1.3101 -0.5750 4.4774 0.624
H -3.2717 -1.9726 3.5785 0.187
H 1.1358 -0.5458 3.1383 0.652
H -1.3427 -2.7020 -1.5862 0.245
H -1.0645 -1.9853 2.5785 0.648
H -2.7426 -2.8427 -0.3627 0.320
C 0.9581 -1.0767 2.2379 -0.721
C -1.5565 0.2216 3.8551 -0.155
C 4.3448 1.8696 -5.4236 -1.359
H 1.7888 2.5490 0.4807 0.597
H 5.7794 -0.9271 -3.9463 0.362
C -4.3053 -1.6681 3.4491 -0.991
C 4.8965 1.0343 -4.2500 1.044
O -2.2138 -0.3743 2.7084 -0.428
H 6.8864 1.9703 -4.3036 0.356
```

Entry 2:
This record from the OMol25 dataset describes a molecular structure, C20H34IN2O4S5SiV. The level of theory is ωB97M-V with the def2-TZVPD basis set.

Its multiplicity is 3. The frontier orbital gap (spin up / spin down) is 7.11 / 7.17 eV. As for the HOMO energy (spin up / spin down): -7.243 / -7.395 eV. The molar mass is 732.77 g/mol. Its expectation value of S² is 2.024. The relative energy (zero: lowest compared OMol25 entry of this formula, charge and spin) comes out at 0.0 kcal per mole.

```
68
Properties=species:S:1:pos:R:3:mulliken_charge:R:1
H 2.0019 -3.1107 -1.3599 0.687
O -0.4292 -0.0168 0.5504 2.282
C 3.6439 1.8345 2.9098 -0.316
C 1.1487 2.2913 -1.6413 1.772
H -4.8705 -0.2571 -1.4119 0.504
H -3.4016 3.1276 -2.0585 0.318
C -3.2440 1.1412 -1.2370 1.775
N 0.4425 -2.4629 2.6200 0.703
S 1.0168 -4.9283 2.6435 -0.155
H -0.5884 2.9070 -2.7632 0.104
S -2.9520 -2.3095 3.7738 -0.105
H -3.5716 1.8327 -3.2551 0.380
H -3.1666 0.8544 0.9094 -0.114
C 0.7251 2.9810 -0.3475 -0.951
H 3.0353 3.3388 -1.8351 0.423
C 2.6491 1.9818 3.8617 -0.623
C 0.0221 -3.6331 2.2061 -0.241
C 1.3282 -2.2826 -1.1318 -1.308
O 0.7802 0.9054 -1.6289 0.083
H 1.0544 4.0220 -0.3531 0.573
C 1.4679 1.2673 3.7253 -0.499
S -2.6926 -1.9249 1.7626 -0.347
C -0.6213 -3.5690 -2.0269 -1.683
H -4.9046 2.1913 -2.1411 0.428
H -0.9009 -3.7451 1.6526 0.171
H 0.7977 4.0065 -2.9129 0.477
C 2.6649 2.3137 -1.7798 -1.531
O -1.8236 1.1724 -1.4456 -0.123
H -3.3864 -0.9774 -0.7884 0.047
I 2.8910 3.2616 5.4819 0.120
C 0.6720 -2.0288 -3.5319 -1.767
C -3.7827 -0.2566 -1.5046 -1.391
H 4.1667 0.8300 1.0788 0.596
C 3.4219 0.9703 1.8493 -0.944
H 0.6550 1.3687 4.4329 0.423
H -3.0771 2.5512 0.3832 0.260
H 1.8923 -1.3498 -1.1984 -0.013
C 0.1614 -2.2660 -2.1160 2.089
O -0.7642 -1.2265 -1.8050 -0.034
H 0.9601 -2.4055 -0.1118 0.008
H -3.5122 -0.5812 -2.5098 0.303
H 4.5709 2.3861 2.9909 0.415
H 0.8006 2.4503 -3.7622 0.322
C -3.8193 2.1352 -2.2367 -1.841
H -0.3601 2.9661 -0.2367 -0.002
S -1.9529 0.8305 3.6116 -0.292
H -1.0219 -3.6954 -1.0189 0.224
V -0.6690 -0.6292 2.2651 0.529
H -1.4622 -3.5457 -2.7209 0.360
N 1.2610 0.4382 2.7014 1.155
C 1.6093 -2.5877 3.3408 -0.980
H -4.6185 1.6773 0.3396 0.455
H 2.9558 -4.1911 3.9697 0.437
C -3.5414 1.5823 0.1892 -1.004
H 2.0676 -1.7125 3.7711 0.391
H 1.1919 -1.0711 -3.5826 0.169
S -1.5780 -0.9245 4.5543 -0.133
C 2.0738 -3.8530 3.4535 -0.244
Si -0.5855 0.2042 -1.0420 -1.958
H 2.9663 1.7832 -2.6839 0.339
H 1.1659 2.4816 0.5167 -0.046
C 0.4966 2.9591 -2.8460 -1.613
H -0.1663 -2.0047 -4.2290 0.346
H 1.9888 -0.3680 0.9558 0.581
H 0.0123 -4.4241 -2.2704 0.416
H 1.3589 -2.8210 -3.8370 0.468
C 2.2196 0.2916 1.7817 -0.983
H 3.1261 1.8235 -0.9206 0.110
```

Entry 3:
This record from the OMol25 dataset describes C20H34N2O3 in the gas phase. The level of theory is ωB97M-V with the def2-TZVPD basis set.

Its multiplicity is 1. The frontier orbital gap is 8.92 eV. As for the HOMO energy: -8.116 eV. The molar mass is 350.50 g/mol. The relative energy (zero: lowest compared OMol25 entry of this formula, charge and spin) comes out at 62.8 kcal per mole.

```
59
Properties=species:S:1:pos:R:3:mulliken_charge:R:1
C 2.5650 2.3692 0.4458 -0.449
H -2.0666 2.9413 -2.3221 0.300
C -0.9049 -1.2322 -2.6310 1.099
H -2.0816 -1.0236 2.0040 0.300
C 0.3434 0.4458 3.9215 -0.486
C 4.0808 2.5582 0.3687 -0.649
H 5.6915 3.6520 1.2992 0.388
C 4.6290 3.4777 1.4540 -1.161
C -1.6370 -1.9155 1.5632 -1.308
H 0.0941 -3.1582 1.9429 0.521
H 2.2370 1.8198 -0.4408 0.285
C -0.2339 2.5186 2.0832 -1.474
C -0.6658 -2.4895 -2.0688 0.197
H 4.5013 3.0401 2.4409 0.281
H -0.7282 -3.6776 -0.3167 0.457
H 0.8096 3.1365 3.7109 0.380
H -0.0275 -0.4171 4.4782 0.445
C -1.3955 -0.2024 -1.8036 0.846
H 0.5901 -4.5592 -4.2629 0.279
H 4.3267 2.9817 -0.6080 0.376
H -1.3401 -0.5627 -5.7876 0.283
O -0.1776 -3.5939 -2.6975 -0.437
C -0.4812 1.6828 4.2930 -1.048
C -0.3309 -2.2210 2.3049 -0.952
H 0.0594 3.3960 1.5036 0.416
H -0.5490 -2.3387 3.3677 0.508
H -0.3437 1.9278 5.3484 0.423
H 2.6662 0.6569 1.7302 0.416
H -2.3241 -2.7535 1.7021 0.467
C -1.6519 -0.4370 -0.4631 -0.487
H -2.4853 -1.4509 -4.7457 0.312
H 4.1181 4.4383 1.4330 0.279
H 0.8774 -2.7981 -4.3023 0.284
H 0.9523 -1.0725 1.0363 0.605
H -1.2875 2.3034 1.8800 0.391
H 2.3721 2.1727 2.5832 0.173
H -2.0315 0.3489 0.1685 0.208
H -2.1931 0.2876 -4.4749 0.245
H 4.5694 1.5834 0.4372 0.331
H -3.0114 1.9150 -1.2151 0.358
H 0.3347 1.0223 0.6404 -0.215
H -0.7325 -3.4514 -4.6968 0.254
C 0.1526 -3.5795 -4.0681 -0.733
C 2.1188 1.6017 1.6881 -0.479
O -1.5794 1.0087 -2.4140 -0.466
H 1.6277 -1.3826 2.6495 0.449
N -0.1389 2.8423 3.4925 -0.299
H 1.4011 0.6006 4.2074 0.248
C -1.7313 -0.6548 -4.7754 -0.769
C 0.7089 -1.1155 2.1002 -1.386
C -1.4094 -1.6858 0.0960 -0.143
O -0.6202 -0.9761 -3.9639 -0.568
N 0.1933 0.1782 2.5049 0.904
H -1.5394 1.4692 4.1170 0.321
C 0.6067 1.2952 1.6676 0.410
C -2.0174 2.0954 -1.6374 -0.654
H -1.3150 2.3248 -0.8300 0.093
H 2.0841 3.3499 0.4228 0.225
C -0.9233 -2.6931 -0.7109 -0.597
```